Below is a molecular structure, C35H30N6O10 in a non-equilibrium geometry, with properties calculated with ωB97M-V with the def2-TZVPD basis set.

For the LUMO energy, the calculation gives -1.927 eV. For the energy above the lowest of the compared OMol25 structures with the same formula, charge and spin, the calculation gives 3231.69 kJ/mol. Its frontier orbital gap is 6.2 eV. For the HOMO energy, the calculation gives -8.095 eV.

Cartesian coordinates (Å):
C -1.65300 2.01952 -6.35624
C -0.98784 0.85701 -6.73784
C -0.65549 -0.12619 -5.78655
C -1.21874 -0.04368 -4.50335
C -2.10766 0.99335 -4.12722
C -2.30104 1.99953 -5.04759
N -1.04462 -1.20418 -3.64362
O -0.07222 -1.95172 -3.82222
O -1.75349 -1.36793 -2.68978
H -1.64889 2.84526 -7.05232
H -0.52551 0.74571 -7.70751
H -0.02641 -0.95369 -6.07963
H -2.69849 0.98543 -3.22318
H -2.97480 2.76800 -4.69844
C 2.81431 -1.74120 -2.00408
C 2.67971 -1.74097 -0.59384
C 1.43365 -1.89115 -0.05619
C 0.41677 -2.24115 -0.90321
C 0.56294 -2.30031 -2.27325
C 1.79732 -2.11044 -2.81490
N -0.86210 -2.78018 -0.38153
O -1.74560 -3.05093 -1.17365
O -0.97986 -2.75757 0.83370
H 3.77633 -1.67038 -2.48977
H 3.59545 -1.61646 -0.03498
H 1.33969 -1.85895 1.01923
H -0.26579 -2.56096 -2.91486
H 2.06230 -2.13158 -3.86167
C -2.22118 -1.36918 1.77625
C -3.42091 -1.10121 2.46232
C -3.46270 -1.17760 3.83754
C -2.36427 -1.69536 4.56923
C -1.16894 -1.99787 3.79309
C -1.11608 -1.95739 2.41309
N -2.32773 -1.73236 6.05595
O -1.41756 -2.36524 6.57941
O -3.15502 -1.21015 6.78761
H -2.14338 -1.43027 0.70079
H -4.28540 -0.68674 1.96507
H -4.36313 -0.85645 4.34000
H -0.44889 -2.42068 4.47805
H -0.25761 -2.25130 1.82739
C -0.26508 3.07439 4.33698
C 0.61858 2.76493 5.32792
C 1.18543 1.46365 5.36445
C 0.71081 0.48284 4.42839
C -0.10375 0.92324 3.33897
C -0.64708 2.20507 3.34655
N 1.25133 -0.91960 4.52093
O 1.09609 -1.73672 3.62421
O 1.71231 -1.20362 5.61425
H -0.55656 4.09740 4.15016
H 0.89523 3.62213 5.92379
H 1.85276 1.28611 6.19483
H -0.31049 0.18382 2.57942
H -1.15423 2.48172 2.43405
C 3.44374 1.76207 0.20741
C 2.18776 1.15976 0.21274
C 1.59201 0.74961 -0.89397
C 2.16792 1.00033 -2.14691
C 3.49929 1.56622 -2.19776
C 4.07009 1.96163 -0.99965
N 1.45773 0.61952 -3.37869
O 1.70741 1.25236 -4.37832
O 0.77423 -0.29269 -3.23262
H 3.97544 2.11598 1.07831
H 1.71724 0.91114 1.15253
H 0.59691 0.33752 -0.81432
H 3.98551 1.75034 -3.14439
H 4.96451 2.51052 -0.74443
N -0.07671 1.64714 0.83703
C -0.48638 0.34737 1.01853
C -1.05388 -0.38565 -0.04884
C -1.14848 0.25542 -1.31272
C -0.78973 1.58874 -1.50497
C -0.17485 2.22435 -0.40246
H -0.35148 -0.18159 1.95042
H -1.30593 -1.42006 0.13240
H -1.38181 -0.30940 -2.20320
H -0.70241 2.02295 -2.48998
H 0.24240 3.21868 -0.34238